Record 1
# CFNO2

A molecular structure, CFNO2 at a distorted geometry (ωB97M-V/def2-TZVPD, OMol25).

Output
Gap between HOMO and LUMO (alpha / beta), eV: 10.019 / 9.996

Geometry as XYZ:
```
5
CFNO2 | OMol25 | ωB97M-V/def2-TZVPD
C 0.1268 -0.0223 0.0154
N 1.2515 0.3922 0.0035
O -1.0546 -0.1420 0.0746
O -2.7703 -0.0166 -0.0610
F 2.4466 -0.2114 -0.0325
```

In the natural (NBO) picture, each atom carries the following charge in e:
1 C 0.824
2 N -0.142
3 O -0.398
4 O -0.147
5 F -0.137

---

Record 2
# CFNOS

2 unconnected molecules or ions with the total composition CFNOS at a distorted geometry (ωB97M-V/def2-TZVPD, OMol25).

Output
Gap between HOMO and LUMO (alpha / beta), eV: 6.691 / 6.695

Geometry as XYZ:
```
5
CFNOS | OMol25 | ωB97M-V/def2-TZVPD
C -1.0434 -0.1091 0.0207
N -1.6944 0.8129 0.3102
O -0.4481 -1.0579 -0.4504
F 1.5279 0.3678 0.8338
S 1.6580 -0.0138 -0.7143
```

In the natural (NBO) picture, each atom carries the following charge in e:
1 C 0.525
2 N -0.393
3 O -0.502
4 F -0.426
5 S 0.795

---

Record 3
# CFNOS

2 unconnected molecules or ions with the total composition CFNOS at a distorted geometry (ωB97M-V/def2-TZVPD, OMol25).

Output
Gap between HOMO and LUMO (alpha / beta), eV: 5.266 / 5.228

Geometry as XYZ:
```
5
CFNOS | OMol25 | ωB97M-V/def2-TZVPD
C 0.1582 0.6079 1.0993
N 1.2283 0.9759 1.3244
O -0.9707 0.1483 1.0306
F 0.5764 -0.9494 -1.8478
S -0.9922 -0.7827 -1.6065
```

In the natural (NBO) picture, each atom carries the following charge in e:
1 C 0.541
2 N -0.397
3 O -0.489
4 F -0.416
5 S 0.762

---

Record 4
# CFO3

2 unconnected molecules or ions with the total composition CFO3 at a distorted geometry (ωB97M-V/def2-TZVPD, OMol25).

Output
Net charge: -1
Gap between HOMO and LUMO, eV: 6.356

Geometry as XYZ:
```
5
CFO3 | OMol25 | ωB97M-V/def2-TZVPD
C -0.8016 -0.0292 -0.1381
O -1.0595 -0.7054 0.7557
O -0.7947 0.6516 -1.0802
O 2.3728 -0.6186 0.2059
F 1.5325 0.5483 0.1882
```

In the natural (NBO) picture, each atom carries the following charge in e:
1 C 1.066
2 O -0.541
3 O -0.552
4 O -0.617
5 F -0.357

---

Record 5
# CH10BF4IrN2

A molecular structure, CH10BF4IrN2 at a distorted geometry (ωB97M-V/def2-TZVPD, OMol25).

Output
2S+1: 6
Net charge: +1
Gap between HOMO and LUMO (alpha / beta), eV: 7.202 / 6.030

Geometry as XYZ:
```
19
CH10BF4IrN2 | OMol25 | ωB97M-V/def2-TZVPD
C -0.1750 -0.5763 1.9591
Ir 0.0000 0.0000 0.0000
N 0.3155 0.7724 -2.1148
N 0.4473 -2.1505 -0.5510
H 1.2375 1.2106 -2.2518
H -1.5222 0.1132 0.0146
H -0.7385 0.1459 2.5674
H 0.8692 -0.6304 2.3299
H -0.6528 -1.5692 2.0411
H 1.3713 -2.3370 -0.9664
H -0.2408 -2.5365 -1.2121
H 0.3911 -2.7467 0.2871
H 0.2085 0.0890 -2.8759
H -0.3706 1.5150 -2.3053
F 1.3657 1.2744 0.6112
B 2.3612 2.2295 1.0664
F 3.5180 1.5157 1.5824
F 2.7669 3.0727 -0.0462
F 1.7919 3.0559 2.1184
```

Results of the natural (NBO) charge analysis, in e, for atoms 1 through 6:
1 C -1.080
2 Ir 1.870
3 N -1.149
4 N -1.057
5 H 0.442
6 H -0.245

---

Record 6
# CH10CeClN2O4

A molecular structure, CH10CeClN2O4 at a distorted geometry (ωB97M-V/def2-TZVPD, OMol25).

Output
Net charge: +1
Gap between HOMO and LUMO (alpha / beta), eV: 8.632 / 8.632

Geometry as XYZ:
```
19
CH10CeClN2O4 | OMol25 | ωB97M-V/def2-TZVPD
C -1.1042 1.2532 1.4148
Ce -0.0722 0.1711 -0.2068
N 1.0399 -0.8229 -1.9524
N -2.0430 0.6120 -1.5140
H 1.0023 -1.8212 -1.7561
H 0.7363 1.7685 -0.3815
H -0.3467 1.5936 2.1097
H -1.6687 0.3900 1.7955
H -1.7207 2.0360 1.0041
H -2.4435 -0.2680 -1.8225
H -1.8266 1.1983 -2.3139
H -2.7023 1.0968 -0.9102
H 0.6652 -0.6253 -2.8741
H 2.0031 -0.5012 -1.8862
O 2.5860 -0.5069 0.9274
Cl 1.7793 -1.2086 1.9219
O 2.3176 -2.4818 2.2516
O 1.5109 -0.3903 3.0468
O 0.2872 -1.4933 1.1458
```

Results of the Mulliken charge analysis, in e, for atoms 1 through 6:
1 C -1.243
2 Ce 1.011
3 N -0.666
4 N -0.714
5 H 0.351
6 H -0.065

---

Record 7
# CH10MgNO

A molecular structure, CH10MgNO at a distorted geometry (ωB97M-V/def2-TZVPD, OMol25).

Output
Net charge: -1
Gap between HOMO and LUMO, eV: 4.217

Geometry as XYZ:
```
14
CH10MgNO | OMol25 | ωB97M-V/def2-TZVPD
C -0.4094 -0.9438 1.7797
Mg -0.9197 1.0223 -0.8701
N 0.4022 0.3002 -2.2151
H 0.7882 -2.6192 0.8431
H -0.1220 0.3268 -3.0806
H 0.2775 -2.3957 1.4865
H -1.2453 -1.3795 2.3599
H -0.8371 0.0082 1.1606
H 0.4936 -0.7900 2.4266
H 1.1931 0.9519 -2.2522
H 0.7140 -0.6392 -1.9021
O -0.8098 2.9347 0.0576
H -0.0134 3.3325 0.4747
H -1.2797 3.7199 -0.3655
```

Results of the natural (NBO) charge analysis, in e, for atoms 1 through 6:
1 C -1.270
2 Mg 0.176
3 N -1.280
4 H -0.220
5 H 0.415
6 H 0.099

---

Record 8
# CH10N2P4

2 unconnected molecules or ions with the total composition CH10N2P4 at a distorted geometry (ωB97M-V/def2-TZVPD, OMol25).

Output
SMILES: NPP(N)#[PH2].C=P
Gap between HOMO and LUMO, eV: 7.817

Geometry as XYZ:
```
17
CH10N2P4 | OMol25 | ωB97M-V/def2-TZVPD
N 2.4660 1.7500 0.9224
P 1.7201 0.5080 0.0622
P -0.3484 1.1428 0.5604
N -1.0077 1.2007 -1.0112
P -1.3491 -0.7509 1.2703
H 2.6800 1.5993 1.8825
H 1.8612 2.6144 0.9302
H 1.5079 1.0626 -1.2654
H -1.9000 0.7500 -0.8929
H -0.4274 0.8202 -1.8387
H -1.0845 -0.3236 2.5594
H -0.2469 -1.5910 1.3828
C -0.2698 -1.8074 -1.4514
P -1.8653 -1.5049 -1.9185
H 0.4743 -1.1411 -1.8977
H -0.1130 -2.4345 -0.6087
H -2.6543 -2.3647 -0.9576
```

Results of the natural (NBO) charge analysis, in e, for atoms 1 through 6:
1 N -1.154
2 P 0.494
3 P 0.438
4 N -1.173
5 P -0.053
6 H 0.393

---

Record 9
# CH10N6P

2 unconnected molecules or ions with the total composition CH10N6P at a distorted geometry (ωB97M-V/def2-TZVPD, OMol25).

Output
Net charge: +1
Gap between HOMO and LUMO, eV: 10.603

Geometry as XYZ:
```
18
CH10N6P | OMol25 | ωB97M-V/def2-TZVPD
C 2.2117 0.0709 0.0472
N -1.7505 1.4589 0.0905
N 3.0831 1.0591 0.1464
N -3.8156 -0.2767 0.1978
N -1.3020 -1.2299 -0.1399
N 2.6594 -1.1602 0.0506
N 0.9628 0.3458 -0.1238
P -2.1897 -0.0118 0.0192
H -2.5146 2.1405 -0.0060
H 3.9206 0.9963 -0.3271
H 2.8564 2.0145 0.4775
H -4.3470 -1.0731 0.4104
H -4.5229 0.2910 -0.2437
H -1.7298 -2.0470 -0.4915
H 2.0868 -1.9621 -0.2897
H 3.4385 -1.5382 0.5546
H 0.6954 1.2700 -0.4913
H 0.2576 -0.3480 0.1187
```

Results of the natural (NBO) charge analysis, in e, for atoms 1 through 6:
1 C 0.659
2 N -1.267
3 N -0.778
4 N -1.200
5 N -1.308
6 N -0.770

---

Record 10
# CH10NO2

3 unconnected molecules or ions with the total composition CH10NO2 at a distorted geometry (ωB97M-V/def2-TZVPD, OMol25).

Output
2S+1: 2
Gap between HOMO and LUMO (alpha / beta), eV: 3.735 / 12.254

Geometry as XYZ:
```
14
CH10NO2 | OMol25 | ωB97M-V/def2-TZVPD
C -0.3130 0.4189 1.5350
N -0.6792 -0.8277 0.7361
H -0.4710 0.1995 2.6041
H -1.0473 1.1672 1.2292
H 0.7901 0.6525 1.4384
H -0.9445 -0.6477 -0.2594
H 0.0325 -1.6238 0.8486
H -1.5775 -1.1968 1.1737
H 2.6576 1.1804 -1.5317
H 2.5372 0.7461 -0.0928
O 2.1149 0.6307 -0.9533
H -1.5567 -0.3452 -2.7676
H -0.3510 0.0462 -2.0919
O -1.1920 -0.4003 -1.8684
```

Results of the natural (NBO) charge analysis, in e, for atoms 1 through 6:
1 C -0.559
2 N -1.029
3 H 0.209
4 H 0.215
5 H 0.204
6 H 0.436

---

Record 11
# CH10NO2

3 unconnected molecules or ions with the total composition CH10NO2 (ωB97M-V/def2-TZVPD, OMol25).

Output
Net charge: +1
Gap between HOMO and LUMO, eV: 13.248

Geometry as XYZ:
```
14
CH10NO2 | OMol25 | ωB97M-V/def2-TZVPD
C -0.3646 1.0599 1.1751
N -0.1530 -0.2467 0.4727
H -1.3708 1.0872 1.5734
H 0.3501 1.1350 1.9842
H -0.1938 1.8576 0.4603
H -0.8153 -0.3396 -0.3211
H -0.3329 -1.0133 1.1193
H 0.8300 -0.3292 0.1510
H -1.9388 -0.1402 -2.5070
H -2.8135 -1.0118 -1.5890
O -1.9957 -0.5016 -1.6107
H 3.0327 0.0282 -0.8592
H 3.2094 -1.1055 0.1434
O 2.5561 -0.4799 -0.1923
```

Results of the natural (NBO) charge analysis, in e, for atoms 1 through 6:
1 C -0.415
2 N -0.706
3 H 0.231
4 H 0.231
5 H 0.230
6 H 0.467

---

Record 12
# CH10NO2

3 unconnected molecules or ions with the total composition CH10NO2 (ωB97M-V/def2-TZVPD, OMol25).

Output
Net charge: +1
Gap between HOMO and LUMO, eV: 12.400

Geometry as XYZ:
```
14
CH10NO2 | OMol25 | ωB97M-V/def2-TZVPD
C -0.9746 -0.6663 -1.6544
N -0.4672 -0.8481 -0.2573
H -0.3108 -1.1732 -2.3438
H -1.9990 -1.0053 -1.6746
H -0.9235 0.3958 -1.8779
H -0.7700 -0.0176 0.3064
H 0.5513 -0.8649 -0.2167
H -0.8753 -1.6525 0.2112
H 2.6150 -0.5383 1.6901
H 1.9468 0.5304 0.8905
O 2.4283 -0.3007 0.7739
H -0.6154 2.2577 0.3608
H -1.8845 2.0177 1.1428
O -1.0614 1.5796 0.8900
```

Results of the natural (NBO) charge analysis, in e, for atoms 1 through 6:
1 C -0.416
2 N -0.704
3 H 0.241
4 H 0.236
5 H 0.225
6 H 0.466

---

Record 13
# CH10Na5O8

A molecular structure, CH10Na5O8 at a distorted geometry (ωB97M-V/def2-TZVPD, OMol25).

Output
2S+1: 2
Net charge: +4
Gap between HOMO and LUMO (alpha / beta), eV: 9.817 / 4.290

Geometry as XYZ:
```
24
CH10Na5O8 | OMol25 | ωB97M-V/def2-TZVPD
Na -1.4513 -1.7631 2.7290
Na 0.0178 1.7062 2.8919
Na 2.2957 -1.6557 2.6665
Na 1.1904 0.3936 -2.2848
Na -2.1169 -1.2688 -1.3675
C 0.1847 0.0256 0.5496
O 0.0324 -0.6681 -0.4523
O 0.4322 -0.3599 1.7250
O 0.1705 1.2359 0.3208
O 2.0875 3.3353 0.1608
H 2.1639 3.6353 1.0665
H 1.3535 2.7209 0.1726
O -2.9347 0.6365 0.1572
H -1.9990 0.8137 0.2535
H -3.1968 0.2661 1.0000
O 1.9972 -2.8890 0.1652
H 1.3703 -3.5462 0.4675
H 1.4796 -2.0894 0.0704
O -0.6144 -3.3608 -1.6758
H -0.1381 -2.8735 -1.0035
H -0.2455 -3.0514 -2.5031
O -1.0583 3.0512 -1.7432
H -0.7197 2.4595 -1.0713
H -0.3010 3.2462 -2.2951
```

Results of the natural (NBO) charge analysis, in e, for atoms 1 through 6:
1 Na 0.995
2 Na 0.989
3 Na 0.991
4 Na 0.993
5 Na 0.975
6 C 0.930

---

Record 14
# CH10NaO8

A molecular structure, CH10NaO8 at a distorted geometry (ωB97M-V/def2-TZVPD, OMol25).

Output
Net charge: -1
Gap between HOMO and LUMO, eV: 2.981

Geometry as XYZ:
```
20
CH10NaO8 | OMol25 | ωB97M-V/def2-TZVPD
Na 0.2520 -0.1702 -0.5821
C -0.7840 2.4428 0.4790
O 0.0693 1.6353 1.0430
O -1.0322 3.5903 0.9818
O -1.3933 2.0584 -0.6153
O -2.7731 -0.1399 1.1908
H -2.2728 -0.2157 0.3723
H -3.2888 0.6604 1.0421
O 0.6366 -2.2843 0.3310
H 1.4511 -2.7626 0.1527
H 0.1115 -2.8745 0.8817
O 2.7091 -0.6483 -1.1786
H 3.5157 -0.6089 -0.6538
H 2.7893 -1.4497 -1.7071
O 0.0529 0.6065 -3.0285
H 0.8007 0.4121 -3.6029
H -0.3278 1.4274 -3.3595
O 0.0140 -0.4404 3.0796
H -0.3517 0.1066 2.3481
H -0.1784 -1.3452 2.8259
```

Results of the natural (NBO) charge analysis, in e, for atoms 1 through 6:
1 Na 0.913
2 C 0.931
3 O -0.992
4 O -0.863
5 O -0.986
6 O -0.964

---

Record 15
# CH10O3S2

5 unconnected molecules or ions with the total composition CH10O3S2 at a distorted geometry (ωB97M-V/def2-TZVPD, OMol25).

Output
Gap between HOMO and LUMO, eV: 5.755

Geometry as XYZ:
```
16
CH10O3S2 | OMol25 | ωB97M-V/def2-TZVPD
C 1.1776 0.8479 2.6663
S -0.4499 0.6991 1.8584
S -0.4161 2.2135 0.5454
H 1.6538 1.5931 1.9934
H 1.5788 -0.1826 2.6277
H 1.0145 1.1373 3.7424
H 0.6433 -0.8668 0.2793
H 0.3502 0.9183 -0.9310
H -0.8917 1.1865 -1.6667
O 0.0225 0.8591 -1.9233
H 0.0759 -0.8195 -2.4850
H -0.1845 -1.5106 -3.6403
O -0.3763 -1.5819 -2.7207
H -0.8450 -1.1219 0.4359
H -1.5608 -1.9453 -0.7857
O -1.7924 -1.4263 0.0038
```

Results of the natural (NBO) charge analysis, in e, for atoms 1 through 6:
1 C -0.781
2 S 0.498
3 S -0.302
4 H 0.259
5 H 0.250
6 H 0.242

---

Record 16
# CH10O6

5 unconnected molecules or ions with the total composition CH10O6 at a distorted geometry (ωB97M-V/def2-TZVPD, OMol25).

Output
SMILES: O=CO.O.O.O.O
Gap between HOMO and LUMO, eV: 11.021

Geometry as XYZ:
```
17
CH10O6 | OMol25 | ωB97M-V/def2-TZVPD
O -2.5292 2.8447 -0.9749
C -2.2755 2.6893 0.2213
O -1.3515 1.7220 0.7198
H -2.8690 3.0244 1.0351
H -1.0329 1.1347 0.0111
O 1.0705 1.1302 -1.2085
H 1.2562 1.3951 -0.2877
H 1.4802 0.3290 -1.4467
O 2.9890 -1.4179 -0.7797
H 3.6868 -1.5425 -0.1390
H 2.3585 -2.0677 -0.9299
O 1.0431 -3.3988 -0.1138
H 0.8804 -2.9545 0.7689
H 1.0984 -4.3284 -0.0290
O -0.2955 -1.9060 1.7617
H -0.8329 -1.8468 2.6991
H 0.2161 -1.0723 1.7530
```

Results of the natural (NBO) charge analysis, in e, for atoms 1 through 6:
1 O -0.543
2 C 0.640
3 O -0.739
4 H 0.127
5 H 0.511
6 O -0.964

---

Record 17
# CH11N2O3

4 unconnected molecules or ions with the total composition CH11N2O3 at a distorted geometry (ωB97M-V/def2-TZVPD, OMol25).

Output
Net charge: +1
Gap between HOMO and LUMO, eV: 9.462

Geometry as XYZ:
```
17
CH11N2O3 | OMol25 | ωB97M-V/def2-TZVPD
N 0.8709 -0.5874 1.0336
C 0.1941 -0.8302 -0.0689
N -0.9278 -0.1524 -0.3480
H 0.5191 -0.3780 1.9649
H 1.8576 -0.8503 1.0883
H 0.8651 -1.4463 -0.6869
H -1.0684 0.7402 -0.7983
H -1.7119 -0.6951 0.0010
H 4.2073 -2.2770 -0.0400
H 3.0651 -3.0823 0.3610
O 3.2348 -2.2026 -0.0009
H 0.7548 3.5389 -1.7307
H -0.7361 3.7306 -1.6111
O -0.0826 3.0639 -1.8465
H -3.7846 1.2092 0.7226
H -3.8309 -0.0965 1.3601
O -3.4265 0.3155 0.5998
```

Results of the natural (NBO) charge analysis, in e, for atoms 1 through 6:
1 N -0.629
2 C 0.516
3 N -0.926
4 H 0.435
5 H 0.448
6 H 0.210

---

Record 18
# CH11N2O3

4 unconnected molecules or ions with the total composition CH11N2O3 at a distorted geometry (ωB97M-V/def2-TZVPD, OMol25).

Output
Net charge: +1
Gap between HOMO and LUMO, eV: 12.381

Geometry as XYZ:
```
17
CH11N2O3 | OMol25 | ωB97M-V/def2-TZVPD
N 0.1221 0.0320 -0.5253
C 0.4713 0.8009 0.4482
N -0.0235 2.0027 0.6498
H -0.6382 0.2640 -1.1468
H 0.5694 -0.8724 -0.6718
H 1.2169 0.3928 1.1235
H 0.3572 2.4648 1.4589
H -0.7654 2.3593 0.0704
H 0.6125 -1.0583 2.7393
H 1.9321 -1.7208 2.7284
O 1.2521 -1.4183 2.1075
H -3.2989 0.7490 -1.4725
H -3.0822 2.1035 -2.1684
O -3.1317 1.6808 -1.3041
H 1.0385 -2.7048 -2.0237
H 1.9104 -2.8434 -0.7121
O 1.4574 -2.2319 -1.3011
```

Results of the natural (NBO) charge analysis, in e, for atoms 1 through 6:
1 N -0.709
2 C 0.377
3 N -0.722
4 H 0.410
5 H 0.463
6 H 0.251

---

Record 19
# CH11NO3

5 unconnected molecules or ions with the total composition CH11NO3 at a distorted geometry (ωB97M-V/def2-TZVPD, OMol25).

Output
Gap between HOMO and LUMO, eV: 4.462

Geometry as XYZ:
```
16
CH11NO3 | OMol25 | ωB97M-V/def2-TZVPD
C -0.9395 -0.4417 1.9075
N 0.0235 0.3040 1.2055
H -1.7262 -0.7864 1.1911
H -1.3118 0.0815 2.7687
H -0.4101 -1.3121 2.3092
H 2.3926 1.0849 0.0389
H 0.5598 0.8164 1.9390
H -0.6516 0.7092 -1.7426
H -0.4970 -0.3803 -3.4723
O -0.0282 -0.2991 -2.6231
H 0.0767 -1.1360 -1.1820
H 0.6280 -1.1357 0.2459
O 0.4196 -1.7552 -0.4863
H 2.1236 1.5365 -0.4936
H 0.0936 1.3167 -0.5810
O -0.7529 1.3972 -1.0250
```

Results of the natural (NBO) charge analysis, in e, for atoms 1 through 6:
1 C -0.506
2 N -0.274
3 H 0.264
4 H 0.220
5 H 0.295
6 H -0.007

---

Record 20
# CH11NO4

5 unconnected molecules or ions with the total composition CH11NO4 at a distorted geometry (ωB97M-V/def2-TZVPD, OMol25).

Output
SMILES: C=N.O.O.O.O
Gap between HOMO and LUMO, eV: 11.699

Geometry as XYZ:
```
17
CH11NO4 | OMol25 | ωB97M-V/def2-TZVPD
C 2.5404 -0.2365 -0.8066
N 2.7318 0.3091 0.3695
H 1.5682 0.1811 -1.1715
H 3.0103 -1.1178 -1.3306
H 3.5410 -0.1788 0.8556
O -0.6266 0.3959 -1.8084
H -1.2400 0.7720 -2.4778
H -1.2888 -0.2165 -1.2987
O -2.3777 -1.1771 -0.4202
H -2.3832 -2.1333 -0.3585
H -2.2757 -0.9834 0.5488
O 0.1380 1.3985 0.7943
H 1.0939 1.1254 0.8880
H 0.1078 1.2037 -0.1701
O -1.5672 -0.1938 2.0387
H -0.8788 0.4803 1.7229
H -2.0936 0.3714 2.6249
```

Results of the natural (NBO) charge analysis, in e, for atoms 1 through 6:
1 C -0.049
2 N -0.646
3 H 0.195
4 H 0.181
5 H 0.341
6 O -1.015